No. 1
{"formula": "C11H26N4O7Tl", "method": "ωB97M-V/def2-TZVPD", "symbols": ["O", "H", "Tl", "N", "N", "N", "N", "O", "O", "O", "O", "C", "C", "C", "C", "C", "H", "H", "H", "C", "H", "H", "H", "C", "C", "H", "H", "H", "H", "H", "H", "H", "H", "C", "H", "H", "H", "O", "H", "H", "C", "C", "O", "H", "H", "H", "H", "H", "H"], "coordinates": [[0.0731, -0.9472, -3.6688], [0.3671, -1.4642, -4.4535], [0.5172, 0.3473, -0.2385], [1.6057, -1.4476, -0.6659], [-0.7469, -1.8103, 0.1625], [0.9479, 2.5581, -0.0538], [-1.1245, 1.2371, 0.9290], [2.8500, -1.1398, -0.5369], [1.9152, 3.0700, -0.7785], [-2.0441, 0.4708, 1.5974], [-1.8439, -1.9230, 0.8500], [-0.1414, -2.9531, -0.2831], [1.1539, -2.7381, -0.7958], [0.1108, 3.2776, 0.7297], [-0.9765, 2.5479, 1.2964], [1.9725, -3.7057, -1.5408], [1.7746, -3.6379, -2.6301], [1.7580, -4.7362, -1.2161], [3.0329, -3.4672, -1.3708], [-0.8219, -4.2661, -0.1878], [-1.7702, -4.2645, -0.7510], [-1.0428, -4.5403, 0.8582], [-0.1893, -5.0596, -0.6057], [0.3420, 4.7071, 0.9811], [-1.8924, 3.1008, 2.2952], [1.0965, 5.1013, 0.2896], [0.6855, 4.8570, 2.0153], [-0.5947, 5.2632, 0.8536], [-2.5868, 2.3320, 2.6544], [-2.4660, 3.9245, 1.8510], [-1.3185, 3.4980, 3.1437], [1.8062, 1.9962, -1.7622], [-1.9894, -0.5286, 1.2244], [-1.7282, -0.4263, -3.2705], [-1.9260, -1.3633, -3.7782], [-1.1842, 0.4708, -3.5658], [-2.1805, -0.3052, -2.2413], [1.3192, 1.0504, -2.1313], [0.7354, -0.3779, -3.2216], [0.6849, 1.3818, -2.7519], [0.4299, -0.3249, 3.8279], [1.5464, 0.2860, 3.0285], [1.5017, -0.1799, 1.6666], [-0.5601, -0.0604, 3.4467], [0.5050, 0.0350, 4.8594], [0.5147, -1.4172, 3.8585], [1.4906, 1.3808, 3.0211], [2.5197, -0.0299, 3.4132], [2.3691, -0.4294, 1.2748]], "lumo_energy_ev": [-5.500, -6.330], "charge": 1}


No. 2
{"formula": "C3H5Cl4NS", "method": "ωB97M-V/def2-TZVPD", "symbols": ["C", "C", "C", "N", "S", "Cl", "Cl", "Cl", "Cl", "H", "H", "H", "H", "H"], "coordinates": [[-0.2036, 0.5934, 0.9332], [0.4380, -2.6290, 0.7651], [-0.7241, -1.2105, -0.5767], [-0.3470, 0.1067, -0.4669], [0.8125, 0.9241, -1.4738], [2.1689, -2.3173, 0.9907], [0.2303, -4.2193, 0.2110], [-0.3606, -1.8000, -2.1746], [-2.2583, -1.5286, 0.0920], [-0.4068, 1.6402, 0.9531], [-0.8664, 0.0467, 1.6331], [0.8145, 0.3569, 1.3609], [-0.1494, -2.5520, 1.7504], [0.0029, 0.7512, -2.5042]], "lumo_energy_ev": [0.220, 0.220], "charge": 0}


No. 3
{"formula": "C7H12N4O2S", "method": "ωB97M-V/def2-TZVPD", "symbols": ["C", "C", "C", "C", "C", "C", "C", "N", "N", "N", "N", "O", "O", "S", "H", "H", "H", "H", "H", "H", "H", "H", "H", "H", "H", "H"], "coordinates": [[1.2506, 1.1108, 0.5945], [0.4478, -0.1111, 0.5233], [-0.4942, -0.6917, -0.3089], [-1.1874, -0.1593, -1.5065], [0.5509, -2.4076, 0.8836], [1.6221, 3.4340, 0.3220], [-1.5927, -3.0489, -0.1962], [0.9265, -1.1603, 1.3907], [-2.1349, -0.7725, -2.0709], [0.6734, 2.2895, 0.4487], [-0.4346, -2.0652, -0.0993], [-1.0614, 4.0946, 0.7099], [-0.7081, 1.0390, -1.9512], [-0.9885, 2.6101, 0.7386], [2.2707, 1.0383, 0.7519], [1.3331, -2.9650, 0.3938], [0.0891, -3.0739, 1.6140], [1.0390, 4.2185, 0.0689], [2.0695, 3.4660, 1.2305], [2.3464, 3.0957, -0.4103], [-1.7269, -3.1691, -1.2909], [-1.0951, -3.9640, 0.2483], [-2.4948, -2.7213, 0.3195], [1.7900, -0.8923, 1.9518], [-2.6169, -0.2781, -2.7521], [0.1265, 1.0836, -1.6038]], "lumo_energy_ev": [-0.361, -0.495], "charge": 0}


No. 4
{"formula": "CNO3S2", "method": "ωB97M-V/def2-TZVPD", "symbols": ["N", "C", "S", "S", "O", "O", "O"], "coordinates": [[1.8567, -0.3333, -1.3328], [0.7492, -0.6556, -1.3138], [-0.8358, -1.1151, -1.3031], [-0.7575, 0.3036, 0.8947], [-0.0170, -0.6171, 1.7135], [-0.1187, 1.5182, 0.4751], [-2.1801, 0.3726, 1.1329]], "lumo_energy_ev": 3.316, "charge": -1, "smiles": "N#CSS(=O)(=O)[O-]"}


The calculation returns the following ΔE to the lowest compared entry with this formula, charge and spin values, one per record and in order: 85.5, 0.0, 126.5, 0.0 kcal/mol.
The calculation returns the following DFT total energy values, one per record and in order: -36795.1209, -65603.9714, -28339.6388, -30341.5785 eV.
The calculation returns the following largest force on an atom values, one per record and in order: 5.23, 3.48, 4.26, 1.52 eV/A.